No. 1
72
Properties=species:S:1:pos:R:3 method="wB97M-V/def2-TZVPD" smiles="CCOCCCCCC1=C(CCN)C(=O)c2c(C)c(CN)c(COCC)c(CCF)c2C1=O"
C 3.2434 -5.1311 -0.3148
C 3.5394 -4.8515 -1.7862
O 2.8659 -3.6936 -2.2572
C 3.7042 -2.6209 -2.6499
C 4.4732 -1.9385 -1.5092
C 3.9500 -0.5567 -1.0687
C 2.4313 -0.4220 -0.9959
C 1.7972 -1.4938 -0.0948
C 0.3650 -1.1626 0.1953
C -0.6751 -1.5541 -0.5530
C -0.5685 -2.4475 -1.7579
C -0.5546 -3.9584 -1.4364
N -1.8920 -4.5562 -1.5219
C -2.0419 -1.1704 -0.0870
O -2.9910 -1.8886 -0.3223
C -2.1752 0.1327 0.6444
C -3.3416 0.9161 0.5742
C -4.5122 0.4589 -0.2608
C -3.3419 2.1567 1.2364
C -4.5809 3.0312 1.2029
N -4.5283 4.0264 0.1233
C -2.1894 2.6065 1.9035
C -2.1025 4.0093 2.4709
O -0.9468 4.7010 2.0270
C -1.0265 5.1232 0.6657
C 0.1945 4.6581 -0.1060
C -1.0681 1.7860 2.0445
C 0.1041 2.2251 2.8871
C 1.3826 2.5127 2.1127
F 2.4940 2.0018 2.7879
C -1.0711 0.5542 1.3938
C 0.0862 -0.3876 1.4438
O 0.7724 -0.5464 2.4270
H 3.1878 -6.1996 -0.1171
H 2.2974 -4.6584 -0.0538
H 4.0069 -4.7132 0.3440
H 4.6140 -4.7444 -1.9569
H 3.1898 -5.6886 -2.3952
H 3.0410 -1.9175 -3.1512
H 4.4133 -2.9767 -3.4063
H 4.5225 -2.5987 -0.6423
H 5.5041 -1.8083 -1.8449
H 4.3521 -0.3088 -0.0837
H 4.3414 0.2034 -1.7507
H 1.9886 -0.4538 -1.9937
H 2.1807 0.5629 -0.5903
H 1.8500 -2.4681 -0.5757
H 2.3502 -1.5232 0.8444
H 0.3531 -2.2122 -2.2913
H -1.4157 -2.2438 -2.4145
H 0.0924 -4.4343 -2.1746
H -0.1146 -4.1070 -0.4465
H -2.0003 -5.2958 -0.8427
H -2.5909 -3.8579 -1.3056
H -4.2365 0.4583 -1.3180
H -5.3806 1.1005 -0.1596
H -4.8073 -0.5539 -0.0110
H -4.6795 3.5547 2.1515
H -5.4656 2.4044 1.1288
H -4.9397 4.9029 0.4100
H -5.0129 3.7032 -0.7017
H -2.0575 3.9615 3.5601
H -2.9773 4.5962 2.1949
H -1.0749 6.2175 0.6561
H -1.9397 4.7424 0.2066
H 1.0931 4.8996 0.4637
H 0.1619 3.5837 -0.2899
H 0.2572 5.1880 -1.0569
H -0.1642 3.1008 3.4691
H 0.3412 1.4269 3.5916
H 1.3657 2.0527 1.1223
H 1.5572 3.5845 2.0122



No. 2
71
Properties=species:S:1:pos:R:3 method="wB97M-V/def2-TZVPD" charge=+2 relative_energy_kj_mol=43.5
Rh 0.0813 -0.9268 0.7068
N 0.5845 -1.2300 -1.3142
C -0.0123 -2.5266 -1.7478
C 0.0050 -3.5045 -0.5837
N -0.6586 -2.8041 0.5397
C -0.7479 -3.4579 1.8675
C -1.2723 -2.4011 2.8242
N -0.3723 -1.2160 2.7399
H 0.3048 -0.4967 -1.9684
H 1.5969 -1.3058 -1.3622
H 0.5136 -2.9319 -2.6117
H -1.0430 -2.3269 -2.0485
H 1.0220 -3.7529 -0.2835
H -0.5238 -4.4255 -0.8352
H -1.6170 -2.6057 0.2444
H 0.2447 -3.7965 2.1583
H -1.4070 -4.3263 1.8300
H -1.3380 -2.7850 3.8419
H -2.2700 -2.0824 2.5169
H 0.5100 -1.4385 3.1974
H -0.7564 -0.4197 3.2419
C 3.9873 -0.0212 -0.7897
Ge 3.6030 -1.6914 0.1408
C 4.9735 -2.1101 1.4554
C 3.4703 -3.1478 -1.1735
C 1.9418 -1.6290 1.2526
H 4.8978 -0.1640 -1.3728
H 4.1716 0.7792 -0.0796
H 3.2009 0.2885 -1.4811
H 5.9433 -2.1928 0.9646
H 4.7655 -3.0548 1.9569
H 5.0385 -1.3212 2.2045
H 4.4692 -3.3312 -1.5719
H 2.8382 -2.9363 -2.0394
H 3.1342 -4.0769 -0.7115
H 2.2020 -1.0320 2.1352
H 1.8171 -2.6594 1.6019
C -5.1525 4.3869 0.8330
C -4.9686 3.3504 1.7380
C -4.1182 2.3010 1.4238
C -3.4374 2.3037 0.2094
C -3.6319 3.3309 -0.7066
C -4.4925 4.3732 -0.3872
Sb -2.1552 0.6869 -0.2516
C -1.4589 1.1682 -2.1963
C -1.7406 0.2743 -3.2314
C -1.3032 0.5337 -4.5250
C -0.5832 1.6892 -4.7917
C -0.3091 2.5908 -3.7705
C -0.7449 2.3348 -2.4778
C -0.4009 1.3729 0.8775
C 0.8919 1.5510 0.3690
C 1.8837 2.1852 1.1360
C 1.5950 2.6375 2.4010
C 0.3052 2.4709 2.9277
C -0.6698 1.8532 2.1813
H -5.8217 5.2012 1.0755
H -5.4983 3.3504 2.6812
H -4.0131 1.4789 2.1250
H -3.1300 3.3312 -1.6652
H -4.6486 5.1730 -1.0985
H -2.3260 -0.6204 -3.0428
H -1.5375 -0.1580 -5.3233
H -0.2466 1.8957 -5.7988
H 0.2351 3.5015 -3.9837
H -0.5407 3.0577 -1.6968
H 1.1160 1.3066 -0.6618
H 2.8574 2.3599 0.7043
H 2.3492 3.1540 2.9796
H 0.0714 2.8574 3.9113
H -1.6738 1.7778 2.5893



No. 3
74
Properties=species:S:1:pos:R:3 method="wB97M-V/def2-TZVPD" smiles="CC[C@H](C)[C@H](NC(=O)C1CCN(C(=O)[C@H](Cc2ccccc2)NC(=O)OC(C)(C)C)CC1)C(=O)O" relative_energy_kj_mol=0.0
C -0.0813 -4.3730 -4.5494
H 0.9198 -4.1406 -4.1962
H -0.0616 -5.3632 -4.9999
C -1.1051 -4.3225 -3.4210
H -2.0950 -4.4825 -3.8540
H -1.1096 -3.3329 -2.9598
C -0.8922 -5.3860 -2.3380
C -2.1735 -5.5675 -1.5265
H -2.9783 -5.9205 -2.1666
H -2.0261 -6.2859 -0.7251
H -2.4750 -4.6232 -1.0798
H -0.6373 -6.3367 -2.8167
C 0.2699 -5.0505 -1.3700
N 0.1023 -3.7878 -0.6893
C -0.2390 -3.7595 0.6199
O -0.5537 -4.7605 1.2307
C -0.2101 -2.3930 1.2899
C -0.8641 -1.2680 0.4889
H -0.3411 -1.1080 -0.4542
H -1.9052 -1.5103 0.2704
C -0.8124 0.0280 1.3029
N 0.5516 0.3632 1.6441
C 1.2093 1.5205 1.4349
O 2.3245 1.7201 1.8905
C 0.5714 2.6223 0.5807
N 0.7052 3.8728 1.2893
C -0.3784 4.5352 1.7657
O -1.5179 4.2510 1.4753
O 0.0226 5.5439 2.5536
C -0.9426 6.4564 3.1297
C -1.8962 5.7029 4.0568
H -1.3311 5.1597 4.8113
H -2.4914 4.9957 3.4858
H -2.5597 6.4070 4.5510
C -1.7108 7.1823 2.0255
H -1.0155 7.6789 1.3520
H -2.3692 7.9261 2.4654
H -2.3065 6.4740 1.4566
C -0.0888 7.4434 3.9266
H 0.6076 7.9516 3.2651
H -0.7246 8.1801 4.4084
H 0.4811 6.9137 4.6853
H 1.6080 4.0636 1.6996
H -0.4954 2.4904 0.3999
C 1.3352 2.6810 -0.7576
C 1.2086 1.3825 -1.4985
C 2.1646 0.3857 -1.3431
C 2.0456 -0.8150 -2.0214
C 0.9654 -1.0298 -2.8625
C -0.0017 -0.0495 -3.0106
C 0.1190 1.1485 -2.3285
H -0.6319 1.9160 -2.4499
H -0.8466 -0.2164 -3.6630
H 0.8890 -1.9556 -3.4108
H 2.7922 -1.5869 -1.9055
H 3.0091 0.5576 -0.6919
H 0.9304 3.5032 -1.3498
H 2.3840 2.8865 -0.5356
C 1.2188 -0.6808 2.4032
C 1.2312 -1.9885 1.6166
H 1.7991 -1.8545 0.6942
H 1.7151 -2.7635 2.2122
H 0.6931 -0.8252 3.3546
H 2.2339 -0.3385 2.6094
H -1.3750 -0.1100 2.2360
H -1.2841 0.8305 0.7415
H -0.7539 -2.5186 2.2333
H 0.5359 -2.9850 -1.1217
C 1.6290 -5.0881 -2.0332
O 2.4075 -4.1692 -2.0451
O 1.8943 -6.2726 -2.5837
H 2.7788 -6.2748 -2.9838
H 0.2688 -5.8281 -0.5922
H -0.3398 -3.6521 -5.3223



No. 4
81
Properties=species:S:1:pos:R:3 method="wB97M-V/def2-TZVPD" charge=+1 relative_energy_kj_mol=0.0
N -2.5038 -0.8523 3.6808
H -1.9431 -0.1404 4.1267
H -3.2101 -1.1785 4.3249
H -2.0238 -1.6062 3.2103
H -2.9042 -0.4027 2.8698
Sr -0.0152 0.0887 1.2006
Sr -1.4452 3.0667 2.9272
C 0.7090 -3.7043 3.0411
C -0.4773 -3.4296 2.0150
O -0.9744 -2.1310 1.8953
H 1.2265 -2.7818 3.3043
H 1.3714 -4.4834 2.6637
H 0.3160 -4.0129 4.0098
H -1.2290 -4.1837 2.2483
H -0.1131 -3.6760 1.0176
C -4.1634 2.0499 0.0629
C -3.3380 0.7905 0.4542
O -2.5539 1.0325 1.5775
H -4.2332 2.2193 -1.0115
H -3.5784 2.9349 0.3133
H -5.1481 2.2186 0.4989
H -2.6291 0.3716 -0.2600
H -4.1935 0.1327 0.6078
C 1.6879 3.5354 -0.7408
C 1.4558 3.0889 0.7011
O 0.1146 2.6576 0.9569
H 0.9168 4.2253 -1.0838
H 1.7697 2.7682 -1.5107
H 2.5853 4.1513 -0.7992
H 1.8312 3.8274 1.4094
H 1.9887 2.1486 0.8423
C 0.8537 1.3172 5.9136
C 1.0177 1.3186 4.4166
O -0.1513 1.0106 3.7484
H 1.7695 1.1091 6.4668
H 0.2223 0.4916 6.2420
H 0.3985 2.2182 6.3249
H 1.5752 0.4763 4.0068
H 1.6115 2.1922 4.1477
C -1.5204 3.6165 -4.7526
C -1.1605 2.4522 -5.4703
C -0.8367 1.2729 -4.8164
C -0.7808 1.2537 -3.4068
C -1.2197 2.4282 -2.6501
C -1.5124 3.6140 -3.3464
N -0.1865 -0.0100 -2.7547
O -0.0199 -0.0075 -1.4918
O 0.2242 -0.9438 -3.4715
H -1.6565 4.5396 -5.2964
H -1.0394 2.5332 -6.5405
H -0.5999 0.4667 -5.4949
H -1.1418 2.3711 -1.5745
H -1.7468 4.5016 -2.7776
C -3.0878 -1.9848 -2.7021
C -3.5747 -1.2852 -3.8421
C -3.0718 -1.5435 -5.1124
C -2.1108 -2.5094 -5.1960
C -1.6052 -3.2603 -4.1341
C -2.2155 -3.0546 -2.9126
N -1.5241 -2.6441 -6.5714
O -0.3417 -2.8986 -6.5808
O -2.2180 -2.5155 -7.5658
H -3.3721 -1.7779 -1.6809
H -4.3157 -0.5034 -3.7638
H -3.4491 -0.9321 -5.9188
H -0.8654 -4.0250 -4.3192
H -1.8184 -3.4751 -2.0005
C 6.1736 -0.8866 3.7047
C 6.6955 -1.4318 2.4931
C 5.8359 -1.4915 1.3878
C 4.5155 -1.0541 1.4542
C 4.0620 -0.6435 2.6940
C 4.8339 -0.5577 3.7725
N 3.5619 -1.2382 0.2691
O 4.0308 -1.5785 -0.7859
O 2.3534 -0.9746 0.4370
H 6.6781 -0.6652 4.6336
H 7.7288 -1.7348 2.4103
H 6.1762 -1.9761 0.4847
H 3.0583 -0.2451 2.7106
H 4.4702 -0.0603 4.6594



No. 5
77
Properties=species:S:1:pos:R:3 method="wB97M-V/def2-TZVPD" charge=+2 relative_energy_kj_mol=54.8
Zr 0.4995 -0.4603 0.5960
C -0.4780 -1.6043 5.6841
N 0.2211 -1.9829 4.4551
C 0.2899 -3.4099 4.1255
C 0.6602 -1.0813 3.6128
O 1.2319 -1.3825 2.5258
C 0.4502 0.4018 3.8872
O 0.9383 1.1372 2.7797
C 2.3266 1.4498 2.8265
C 3.0553 0.5765 1.8171
O 2.4918 0.4471 0.6921
N 4.2002 -0.0057 2.0746
C 4.9457 0.1590 3.3241
C 4.7686 -0.9226 1.0790
H -0.5350 -2.4790 6.3252
H -1.4907 -1.2645 5.4625
H 0.0650 -0.8290 6.2210
H 0.9303 -3.9194 4.8441
H 0.6838 -3.5305 3.1216
H -0.7142 -3.8289 4.1790
H 0.9316 0.7175 4.8160
H -0.6186 0.6098 3.9599
H 2.7052 1.3567 3.8419
H 2.4424 2.4869 2.5026
H 4.7888 1.1443 3.7514
H 6.0051 0.0639 3.0998
H 4.6677 -0.6160 4.0388
H 3.9663 -1.3979 0.5184
H 5.3442 -1.6785 1.6071
H 5.4278 -0.3783 0.4025
Se -1.9930 -1.0720 1.6761
P -2.7236 0.2248 0.0995
Se -1.0219 1.3790 -0.6628
C -3.4342 -0.7495 -1.2426
C -3.5072 -0.2165 -2.5266
C -4.1321 -0.9331 -3.5333
C -4.6794 -2.1804 -3.2628
C -4.6045 -2.7119 -1.9837
C -3.9845 -1.9980 -0.9703
C -3.9951 1.3454 0.7004
C -4.2800 2.4980 -0.0288
C -5.3230 3.3173 0.3663
C -6.0810 2.9875 1.4828
C -5.7964 1.8396 2.2073
C -4.7517 1.0146 1.8191
H -3.0776 0.7549 -2.7407
H -4.1969 -0.5169 -4.5298
H -5.1651 -2.7392 -4.0513
H -5.0260 -3.6851 -1.7731
H -3.9168 -2.4223 0.0232
H -3.6863 2.7641 -0.8951
H -5.5441 4.2148 -0.1950
H -6.8951 3.6299 1.7898
H -6.3875 1.5842 3.0761
H -4.5286 0.1207 2.3881
C 1.2267 0.2647 -5.1139
C 0.8152 0.0438 -3.6403
N 1.8367 0.5781 -2.7458
C 3.0730 -0.1797 -2.8843
C 3.5274 -0.1941 -4.3617
N 2.6438 0.7716 -5.1034
C 2.7020 2.1276 -4.4584
C 2.0778 1.9820 -3.0481
H 0.6276 1.0184 -5.6231
H 1.2168 -0.6504 -5.7036
H 0.6872 -1.0151 -3.4188
H -0.1335 0.5354 -3.4287
H 2.9028 -1.1948 -2.5248
H 3.8326 0.2789 -2.2509
H 3.3987 -1.1660 -4.8358
H 4.5558 0.1337 -4.5042
H 2.9727 0.8482 -6.0639
H 2.1581 2.8178 -5.1009
H 3.7501 2.4221 -4.4354
H 1.1306 2.5190 -2.9926
H 2.7469 2.4047 -2.2993
Te 0.7819 -2.5750 -0.8664



No. 6
69
Properties=species:S:1:pos:R:3 method="wB97M-V/def2-TZVPD" relative_energy_kj_mol=65.0
C -3.6609 -0.1477 -3.0954
C -2.4034 -0.8667 -2.7064
O -2.6201 -1.2444 -1.3195
C -1.7212 -2.1171 -0.8090
C -2.2285 -2.6948 0.4197
C -1.4408 -3.7066 1.0820
O -1.7486 -4.0176 2.2504
C -0.2417 -4.4671 0.4997
C 1.0994 -3.7956 0.7775
C 1.4693 -3.6472 2.2726
C 1.3244 -2.2297 2.8572
C 0.1579 -2.0368 3.8425
C -0.5475 -0.6745 3.6967
C -1.6398 -0.6463 2.6169
C -2.9906 -1.2463 3.0175
C -3.9601 -1.3405 1.8351
C -3.6732 -2.4629 0.8452
O -0.6547 -2.3288 -1.3753
H -3.4740 0.4655 -3.9768
H -4.4657 -0.8557 -3.3169
H -4.0240 0.5055 -2.2948
H -2.2717 -1.7730 -3.3129
H -1.5071 -0.2328 -2.7505
H -0.2256 -5.4626 0.9653
H -0.3588 -4.5781 -0.5807
H 1.8878 -4.4103 0.3131
H 1.0908 -2.8303 0.2536
H 0.8950 -4.3691 2.8705
H 2.5316 -3.9194 2.3762
H 2.2466 -2.0084 3.4194
H 1.2692 -1.4900 2.0444
H -0.5750 -2.8519 3.7310
H 0.5555 -2.1015 4.8665
H -0.9897 -0.4072 4.6670
H 0.1943 0.0943 3.4303
H -1.7978 0.3941 2.2878
H -1.2842 -1.1804 1.7213
H -2.8311 -2.2462 3.4482
H -3.4351 -0.6049 3.7982
H -4.9547 -1.5342 2.2528
H -4.0005 -0.3755 1.3114
H -4.2865 -2.2839 -0.0500
H -4.0082 -3.4112 1.3003
C 1.5408 4.7419 1.1500
N 0.1153 4.4443 1.0871
C -0.7623 5.3466 1.8245
C -0.3622 3.3876 0.4315
C -1.7356 3.0729 0.3677
C -2.3660 2.1221 -0.4445
C -3.6349 2.5501 -1.0622
C -3.8550 2.7828 -2.4556
C -5.1205 3.1038 -2.9496
C -6.1955 3.2488 -2.0654
C -5.9575 3.2305 -0.6847
C -4.6956 2.9051 -0.1981
H 1.6624 5.5728 1.8461
H 2.1030 3.8835 1.5372
H 1.9612 5.0339 0.1778
H -0.1154 5.9932 2.4202
H -1.3706 5.9789 1.1625
H -1.4194 4.7854 2.4968
H 0.3273 2.8258 -0.2089
H -2.3986 3.7410 0.9309
H -1.9249 1.1507 -0.6617
H -3.0122 2.6573 -3.1450
H -5.2893 3.1857 -4.0280
H -7.2115 3.3387 -2.4479
H -6.7668 3.4120 0.0205
H -4.4889 2.8941 0.8731



Looking at energy for the records above, in order, we have -1524.416134; -3605.572226; -1629.986489; -2046.529803; -6917.843933; -1294.415768 Ha.
Looking at LUMO level for the records above, in order, we have -0.0213; -0.2372; 0.0215; -0.1414; -0.1697; -0.1057 Eh.